(1)
A 2-piece molecular cluster, C4H12 overall. Source: the Open Molecules 2025 dataset; level of theory: ωB97M-V with the def2-TZVPD basis set.

```
16
Properties=species:S:1:pos:R:3:forces:R:3:lowdin_charge:R:1
C -1.1566 0.3841 1.3257 -0.7 -0.3 -0.2 -0.16
C -2.6117 -0.1722 1.1153 1.3 1.1 0.0 -0.15
H -0.4250 -0.4205 1.3119 0.0 -0.1 0.2 0.05
H -0.8918 1.0310 0.4875 -0.1 0.1 0.1 0.04
H -1.0367 0.9434 2.2510 -0.1 0.1 0.0 0.06
H -3.1926 0.6091 0.6281 -0.1 -0.1 -0.1 0.05
H -3.1262 -0.3718 2.0580 0.2 -0.5 -0.2 0.06
H -2.5013 -1.0109 0.4283 -0.6 -0.2 0.3 0.06
C 1.9404 0.4405 -0.6546 -0.6 -1.2 0.3 -0.16
C 1.8646 -0.6317 -1.7531 -0.4 0.5 -0.9 -0.17
H 2.8104 1.0773 -0.6204 0.3 0.1 -0.2 0.06
H 1.0353 1.0483 -0.6389 0.1 0.1 -0.2 0.04
H 1.8809 -0.1543 0.2608 0.3 0.5 0.3 0.05
H 1.0881 -1.3431 -1.4752 0.1 -0.2 0.0 0.06
H 1.5491 -0.2470 -2.7331 0.0 0.2 0.2 0.06
H 2.7732 -1.1823 -1.9912 0.2 0.0 0.5 0.06
```
Forces are in eV/Å.

Calculated values
ΔE to the lowest compared entry with this formula, charge and spin (kcal/mol): 7.2
Orbital gap (eV): 12.73
SMILES: CC.CC
HOMO energy (eV): -11.61



(2)
A 2-piece molecular cluster, C2H2Br2F2O overall. Source: the Open Molecules 2025 dataset; level of theory: ωB97M-V with the def2-TZVPD basis set.

```
9
Properties=species:S:1:pos:R:3:forces:R:3:lowdin_charge:R:1
C 0.4978 1.4497 -0.9617 0.4 1.8 0.1 -0.24
C -1.4024 -1.0993 0.8759 -0.2 -0.9 -1.5 -0.66
O -0.2992 0.5775 -0.8706 1.5 1.0 -0.9 0.07
F 1.3040 1.7697 -2.0688 -1.5 -1.2 1.4 0.01
F -1.5736 -0.1028 1.6718 -0.2 1.0 0.8 0.01
Br 2.6182 -1.7028 0.4867 -0.2 0.0 0.1 -0.21
Br -0.0736 -2.2513 1.2408 0.2 0.1 -0.2 0.77
H 0.6879 2.2987 -0.2136 -0.1 -1.4 -0.8 0.17
H -1.7590 -0.9394 -0.1604 0.3 -0.4 0.9 0.08
```
Forces are in eV/Å.

Calculated values
ΔE to the lowest compared entry with this formula, charge and spin (kcal/mol): 45.3
Orbital gap (spin up / spin down) (eV): 8.93 / 6.31
HOMO energy (spin up / spin down) (eV): -9.72 / -8.72



Values for E, eV, ordered as above
-4342.215 -149670.646
Values for max |F|, eV/A, ordered as above
1.66 2.37